[1]
13
Properties=species:S:1:pos:R:3 method="wB97M-V/def2-TZVPD" lumo_ha=0.11780 relative_energy_kcal_mol=63.37 homo_lumo_gap_ev=6.848 charge=-1 e_homo_ev=-3.6
C -2.3304 -0.1112 -0.0913
C -0.2522 0.2161 0.3413
C -0.7440 1.6016 0.7531
N -1.1658 -0.6198 -0.2922
N 2.3863 -0.1799 0.1076
O 0.9958 -1.4030 -1.4119
O 1.1159 1.0984 -1.7271
S -0.2667 0.3432 2.2607
S -2.5521 1.4065 0.6171
S 1.0679 -0.0772 -0.8356
H -3.1842 -0.6312 -0.3919
H 1.8945 -0.6344 0.8940
H 3.0349 -1.0090 -0.2238

---

[2]
9
Properties=species:S:1:pos:R:3 method="wB97M-V/def2-TZVPD" lumo_ha=-0.00004 relative_energy_kcal_mol=107.18 homo_lumo_gap_ev=8.704 e_homo_ev=-8.7
C 0.0606 0.2616 1.4270
C -0.4856 -0.6925 -0.8007
H -1.4999 1.8114 2.2860
H 1.4509 -0.4626 1.5441
H -1.8561 -0.2520 0.6642
H -1.3243 -1.1247 -1.2268
N -0.2677 1.2534 2.2582
N -0.9440 -0.1059 0.2882
S 0.8913 -0.3387 -1.5531

---

[3]
49
Properties=species:S:1:pos:R:3 method="wB97M-V/def2-TZVPD" lumo_ha=0.00022 smiles="CC(C)(C)c1ccc(CSc2cnn(C(C)(C)C)c(=O)c2Cl)cc1" homo_lumo_gap_ev=8.824 e_homo_ev=-8.8
C 2.6141 -4.4452 0.0430
H 1.8085 -5.1762 0.0734
H 3.4725 -4.8543 0.5714
H 2.8937 -4.2902 -0.9955
C 2.1659 -3.1316 0.6998
C 0.9622 -2.5974 -0.0594
C -0.3023 -2.4832 0.5063
C -1.3725 -1.9964 -0.2215
C -1.2145 -1.5942 -1.5403
C 0.0414 -1.7185 -2.1185
C 1.1040 -2.2166 -1.3910
H 2.0631 -2.2981 -1.8787
H 0.1902 -1.4240 -3.1472
C -2.3540 -1.0182 -2.3173
H -2.0227 -0.6005 -3.2667
H -3.1335 -1.7603 -2.5003
S -3.2454 0.2900 -1.3763
C -1.9397 1.0187 -0.4435
C -0.7367 1.4340 -0.9326
C 0.3222 1.9126 -0.0498
O 1.4258 2.2353 -0.4479
N -0.0433 1.9725 1.2891
N -1.2325 1.6384 1.7456
C -2.1394 1.1822 0.9541
H -3.0817 0.9167 1.4056
C 0.9204 2.4507 2.3066
C 2.1319 1.5164 2.3055
H 1.8162 0.4973 2.5206
H 2.6290 1.5400 1.3403
H 2.8372 1.8321 3.0691
C 1.3289 3.8850 1.9645
H 0.4520 4.5282 1.9341
H 2.0103 4.2592 2.7232
H 1.8272 3.9203 1.0006
C 0.2501 2.4213 3.6779
H -0.6230 3.0666 3.6945
H 0.9595 2.7685 4.4239
H -0.0649 1.4137 3.9326
Cl -0.3349 1.4594 -2.5952
H -2.3434 -1.9174 0.2475
H -0.4764 -2.7714 1.5301
C 3.3059 -2.1056 0.6374
H 2.9780 -1.1499 1.0393
H 3.6433 -1.9452 -0.3822
H 4.1541 -2.4538 1.2229
C 1.8561 -3.4117 2.1729
H 1.0947 -4.1814 2.2755
H 2.7564 -3.7645 2.6717
H 1.5217 -2.5097 2.6810

---

[4]
16
Properties=species:S:1:pos:R:3 method="wB97M-V/def2-TZVPD" lumo_ha=-0.16344 relative_energy_kcal_mol=116.11 homo_lumo_gap_ev=4.296 e_homo_ev=-8.7
C 1.4034 -1.1392 1.0505
S 2.4316 0.0775 0.2054
S -1.8464 0.7134 0.4083
C -0.7445 2.0666 0.4931
H 1.9304 -1.3982 1.9860
H 1.3247 -1.9612 0.3331
H 0.4772 -0.6162 1.1036
H -0.8560 2.8012 1.3492
H -0.8916 2.5905 -0.4933
H 0.3184 1.7455 0.4219
H -0.2408 0.2524 -1.5551
H 1.0767 0.6568 -2.2207
O 0.1124 0.6332 -2.3909
H -1.7582 -2.5894 -0.8323
H -1.4384 -1.4459 0.1389
O -1.2989 -2.3871 0.0023

---

[5]
18
Properties=species:S:1:pos:R:3 method="wB97M-V/def2-TZVPD" lumo_ha="-0.34489 / -0.45738" multiplicity=2 homo_lumo_gap_ev="8.856 / 5.774" charge=+2 s2=0.76 e_homo_ev="-18.2 / -18.2"
C 2.3349 -1.5287 0.2416
C 2.5361 -0.4206 -0.3001
O 2.5471 0.8068 -0.7444
C 1.8648 1.6205 0.2977
O 2.3505 1.6383 1.3723
O 0.7038 2.2946 0.0406
C -0.3356 1.4666 -0.5718
C -1.0638 0.5016 0.4846
C -2.1500 -0.4319 -0.2407
Br -1.6987 -2.3628 0.1395
H 1.9115 -2.3489 0.8746
H 0.0485 0.8882 -1.4638
H -1.1376 2.1833 -0.9119
H -1.5273 1.1717 1.2522
H -0.2797 -0.1691 0.9245
H -2.1638 -0.2732 -1.3481
H -3.1714 -0.2608 0.2057
Ag -0.7694 -4.7756 -0.2527

---

[6]
55
Properties=species:S:1:pos:R:3 method="wB97M-V/def2-TZVPD" lumo_ha=-0.09574 homo_lumo_gap_ev=7.217 charge=+1 e_homo_ev=-9.8
Ag -2.4280 1.0735 -3.2644
C 8.0251 -0.1389 5.8957
O 6.6354 -0.0622 6.1687
C 5.7870 -0.0039 5.1249
C 4.4271 0.0688 5.4412
C 3.4846 0.1299 4.4436
C 3.8650 0.1216 3.0967
C 5.2193 0.0512 2.7922
C 6.1797 -0.0109 3.7897
C 2.8308 0.1876 2.0691
N 1.5377 0.2472 2.3020
C 0.9452 0.2984 1.0748
C 1.8879 0.2691 0.0694
N 3.0918 0.1969 0.7230
C 1.5566 0.3197 -1.3128
C 2.4865 0.2790 -2.3627
C 2.0471 0.3430 -3.6588
C 0.6774 0.4678 -3.8946
N -0.2196 0.5090 -2.9250
C 0.1853 0.4177 -1.6406
C -0.8268 0.4180 -0.5855
N -2.1231 0.4539 -0.9485
C -3.0510 0.4525 -0.0136
C -2.7639 0.4152 1.3538
C -1.4510 0.3698 1.7468
C -0.4485 0.3652 0.7676
H 8.5186 -0.1829 6.8614
H 8.3724 0.7433 5.3526
H 8.2687 -1.0379 5.3246
H 4.1438 0.0763 6.4855
H 2.4320 0.1867 4.6847
H 5.5581 0.0440 1.7623
H 7.2234 -0.0627 3.5159
H 4.0033 0.1649 0.3032
H 3.5462 0.1996 -2.1524
H 2.7335 0.3091 -4.4927
H 0.3011 0.5420 -4.9069
H -4.0780 0.4807 -0.3624
H -3.5702 0.4214 2.0740
H -1.1640 0.3392 2.7897
C -7.7944 -1.4865 -3.5024
N -6.6195 -0.6390 -3.5374
C -6.6312 0.7743 -3.2080
C -5.1565 1.1211 -3.3675
O -4.6244 2.1986 -3.1610
N -4.4763 0.0063 -3.7593
C -5.3582 -0.9951 -3.8161
N -4.9954 -2.2344 -4.1436
H -8.6625 -0.9002 -3.7945
H -7.9683 -1.8972 -2.5058
H -7.6941 -2.3048 -4.2142
H -6.9733 0.9626 -2.1892
H -7.2471 1.3509 -3.9002
H -4.0173 -2.4078 -4.2952
H -5.6281 -3.0112 -4.0979

---

[7]
23
Properties=species:S:1:pos:R:3 method="wB97M-V/def2-TZVPD" lumo_ha="-0.16026 / -0.15448" homo_lumo_gap_ev="5.592 / 6.033" charge=+1 e_homo_ev="-10.0 / -10.2"
O -3.0674 -0.8278 -4.2959
C -2.4060 -1.0241 -3.3911
Sr -0.0086 -0.8378 -0.8549
O -3.5689 -1.3030 0.3948
C -2.4637 -1.1176 0.1553
C -0.0370 -2.9770 0.8952
O -0.4076 -3.1701 2.0006
C 0.6349 -3.6232 -0.2432
O 0.6238 -4.8427 -0.3278
C -1.7069 -2.9438 -1.5458
O -2.3347 -3.8968 -1.3897
H 1.1625 -2.8831 -0.9652
C 1.7880 3.6873 1.2046
C 2.0326 2.4845 1.8796
C 1.3835 1.3175 1.4546
N 0.5338 1.3239 0.3941
C 0.2575 2.4973 -0.2339
C 0.8827 3.6952 0.1370
H 2.3251 4.5965 1.4836
H 2.7150 2.4221 2.7280
H 1.5126 0.3556 1.9711
H -0.4966 2.4621 -1.0342
H 0.6456 4.6048 -0.4168

---

[8]
12
Properties=species:S:1:pos:R:3 method="wB97M-V/def2-TZVPD" lumo_ha="-0.25446 / -0.25432" homo_lumo_gap_ev="7.415 / 7.419" charge=+1 e_homo_ev="-14.3 / -14.3"
C -0.0932 -0.1295 -0.2829
C 1.0256 2.0577 0.7014
C 0.9874 -0.9245 -0.3657
C 2.1592 1.9229 0.0950
N -2.4754 -2.5581 -0.5212
N -3.5410 -2.8317 -0.6053
N 2.0087 -1.5058 -0.3267
O 3.1671 1.7633 -0.4278
O 2.8765 -2.2563 -0.2723
S -0.4378 1.4142 0.0474
H -0.8760 -0.7829 -0.8556
H 0.6764 2.7784 1.3894

---

Computed values of electronic energy (unit: eV) for the preceding records, in sequence: -42738.210; -15949.235; -48494.438; -27997.084; -86494.750; -43751.176; -23020.664; -23568.651.